# 1
8 unconnected molecules or ions with the total composition C28H54O17 in a non-equilibrium geometry, computed with ωB97M-V/def2-TZVPD.

Geometry as XYZ:
```
99
Properties=species:S:1:pos:R:3:forces:R:3:lowdin_charge:R:1
C 0.177973 0.303697 -8.142663 1.0 0.4 0.1 -0.040
O -0.452612 -0.523666 -7.175178 -0.5 0.2 -0.8 0.019
C 0.281533 -0.850100 -6.136963 -0.1 -0.9 0.6 -0.633
O 1.415294 -0.527894 -5.924638 0.4 0.4 0.0 0.130
O -0.450638 -1.671434 -5.370688 -0.4 0.2 0.1 0.007
C 0.017099 -1.811488 -4.030784 0.9 0.4 0.3 -0.044
H 0.501000 1.245450 -7.693165 -0.5 0.1 0.0 0.096
H -0.512260 0.443087 -8.964752 -0.1 0.0 0.1 0.094
H 1.127094 -0.110556 -8.491171 -0.3 -0.4 -0.1 0.097
H 0.492210 -0.881550 -3.719999 -0.1 0.0 0.1 0.073
H 0.768044 -2.598752 -3.962083 -0.1 -0.2 0.0 0.095
H -0.812887 -1.992526 -3.354109 -0.2 -0.2 -0.3 0.088
C -0.821579 5.314379 1.285163 0.7 0.4 0.5 -0.060
O -1.296267 4.109544 1.879736 -0.9 -0.1 -0.9 -0.020
C -1.685497 4.190391 3.162160 0.3 0.4 -0.9 -0.610
O -1.457399 5.143878 3.851744 -0.2 -0.2 0.4 0.140
O -2.294674 3.087370 3.550714 -0.1 0.4 0.5 0.025
C -3.025481 2.181878 2.731687 0.6 -1.7 -0.3 -0.031
H -1.373612 6.213512 1.559234 -0.2 -0.3 0.5 0.090
H -0.876578 5.258408 0.202516 0.1 -0.6 0.0 0.078
H 0.194083 5.432270 1.664903 0.1 0.3 -0.4 0.101
H -2.705498 1.908390 1.721596 0.6 1.2 -0.1 0.071
H -4.084214 2.418569 2.681696 0.0 0.1 0.4 0.099
H -2.767543 1.229043 3.202546 -0.9 0.0 0.3 0.085
C 3.664432 -6.553708 0.913473 0.0 0.3 0.6 -0.017
O 3.500026 -6.399417 -0.495261 -0.3 -0.9 0.7 -0.021
C 3.467836 -5.176331 -0.992918 0.4 -0.7 -1.7 -0.612
O 3.517339 -4.150110 -0.399507 -0.2 0.9 0.7 0.141
O 3.440624 -5.221733 -2.339581 -0.5 0.5 0.3 0.000
C 3.486473 -6.449284 -3.085453 0.0 -0.2 0.9 -0.025
H 2.825010 -7.055991 1.395239 -0.2 -0.1 -0.5 0.094
H 3.742173 -5.571817 1.377636 0.3 -0.1 0.0 0.092
H 4.542062 -7.175574 1.071869 0.1 0.2 0.0 0.097
H 4.490167 -6.475187 -3.499480 -0.2 -0.3 -0.5 0.098
H 2.663255 -6.463495 -3.793597 0.3 0.4 -0.3 0.094
H 3.330868 -7.312542 -2.441932 0.2 0.1 0.0 0.087
C -3.980627 5.278871 0.132251 0.7 0.4 0.1 -0.015
O -3.298501 4.292963 -0.650901 0.7 0.7 -0.2 0.002
C -3.808656 3.080469 -0.708688 -1.4 -1.0 1.3 -0.629
O -4.824968 2.712157 -0.149685 0.5 0.3 -0.3 0.104
O -3.021308 2.299910 -1.416274 0.9 0.3 -0.4 -0.002
C -3.249697 0.890989 -1.402319 0.0 -0.2 0.1 -0.021
H -3.253857 6.003534 0.500648 0.4 -0.3 -0.3 0.072
H -4.385392 4.854945 1.045795 -0.8 -0.2 -0.4 0.102
H -4.611307 5.862470 -0.532463 -0.7 -0.4 0.3 0.103
H -4.316990 0.692933 -1.464048 0.1 -0.1 -0.2 0.099
H -2.840602 0.427746 -0.501562 -0.2 0.3 0.2 0.071
H -2.660886 0.505694 -2.233428 -0.3 0.1 -0.2 0.095
O -1.387003 -0.172896 1.255352 -0.1 0.2 0.4 0.101
C -0.695719 -1.147116 1.164223 -0.4 -1.0 -0.6 -0.503
C -1.097622 -2.565881 0.781502 0.4 0.8 -0.5 -0.057
C 0.178498 -3.069098 0.109759 0.5 0.1 0.1 -0.127
C 1.313448 -2.279350 0.852172 -2.0 -2.3 0.9 -0.111
O 0.614523 -1.130278 1.341432 1.5 1.5 -0.3 0.009
H -1.316874 -3.114329 1.697636 -0.2 -0.1 -0.1 0.116
H -1.947906 -2.497302 0.108074 -0.2 -0.3 0.2 0.124
H 0.253915 -4.150750 0.201591 0.3 0.0 -0.1 0.110
H 0.227223 -2.805840 -0.947285 -0.3 0.0 -0.1 0.105
H 1.537828 -2.844452 1.759778 0.5 0.0 -0.1 0.127
H 2.213942 -2.156536 0.263386 -0.1 0.8 0.0 0.111
C -2.772340 -3.167267 4.369109 0.1 -0.9 1.0 -0.197
C -1.642690 -2.242470 4.762423 -1.4 1.1 -0.3 -0.153
C -2.301791 -1.393065 5.895316 0.7 -0.8 0.2 -0.177
O -3.509198 -2.048636 6.278003 0.0 -0.4 0.1 -0.135
C -3.573110 -3.329239 5.656809 -0.8 0.6 -0.9 -0.212
H -2.409664 -4.158861 4.091420 -0.2 0.2 -0.7 0.112
H -3.428171 -2.670953 3.655449 0.1 -0.4 -0.3 0.117
H -1.542044 -1.563978 3.912573 1.1 -0.2 0.1 0.091
H -0.771735 -2.807214 5.080677 0.3 0.4 -0.1 0.113
H -2.563439 -0.377360 5.600287 0.2 0.0 0.0 0.112
H -1.586770 -1.384765 6.724989 -0.3 0.3 0.2 0.113
H -4.594637 -3.500688 5.305492 -0.2 -0.1 0.7 0.116
H -3.281797 -4.155505 6.307551 0.3 0.1 0.1 0.117
C 0.269625 3.167321 -1.573094 0.2 0.5 2.0 -0.173
C 1.250202 3.359623 -2.707636 -0.3 0.0 -1.1 -0.148
C 0.847758 2.147062 -3.601771 0.1 1.5 0.4 -0.187
O 0.079502 1.291901 -2.770778 -0.3 -1.5 -0.3 -0.162
C 0.172440 1.652350 -1.387767 0.3 1.3 -0.9 -0.149
H -0.716148 3.554849 -1.838213 0.0 -0.3 -0.4 0.110
H 0.473574 3.720262 -0.648632 0.5 -0.2 -0.1 0.086
H 2.334147 3.371306 -2.583234 -0.1 -0.2 1.0 0.106
H 1.032470 4.312309 -3.194692 0.0 -0.1 -0.2 0.106
H 1.713988 1.662749 -4.049435 -0.1 -0.3 0.1 0.112
H 0.230292 2.582353 -4.390248 -0.3 -0.6 -0.2 0.117
H 1.066343 1.220912 -0.924504 0.0 0.0 0.0 0.109
H -0.708545 1.334947 -0.833843 0.0 -0.1 -0.2 0.094
C 4.243251 2.964259 1.484409 1.5 0.1 -0.7 -0.157
C 2.739067 2.748691 1.288699 0.8 -0.2 -0.1 -0.137
C 2.674264 1.214363 1.382714 -1.5 0.5 -1.0 -0.250
O 3.638552 0.851732 2.336650 -0.1 0.0 0.1 -0.123
C 4.796727 1.588973 1.906935 -0.3 -0.5 1.1 -0.189
H 4.544359 3.778139 2.144157 -0.3 -0.2 0.4 0.104
H 4.801366 3.201547 0.570882 -0.6 0.2 -0.3 0.105
H 2.413482 3.205623 0.355854 -0.2 -0.3 -0.1 0.089
H 2.128202 3.171015 2.085832 0.2 0.1 0.1 0.111
H 2.832045 0.706929 0.418327 0.7 0.2 -0.1 0.113
H 1.642214 0.924071 1.571680 0.3 -0.3 1.0 0.102
H 5.280957 0.954760 1.156052 -0.1 0.6 -0.6 0.116
H 5.527923 1.636402 2.716657 -0.3 0.1 0.2 0.115
```
Forces are in eV/Å.

The HOMO-LUMO gap comes out at 9.790 eV. The calculation puts the energy above the lowest of the compared OMol25 structures with the same formula, charge and spin at 0.0 kcal per mole. As for the HOMO energy: -9.50 eV.



# 2
2 unconnected molecules or ions with the total composition C4H12 in a non-equilibrium geometry, computed with ωB97M-V/def2-TZVPD.

Geometry as XYZ:
```
16
Properties=species:S:1:pos:R:3:forces:R:3:lowdin_charge:R:1
C 1.537629 1.400486 2.414428 0.2 0.3 -0.1 -0.169
C 0.782849 1.401521 1.073875 -0.2 0.7 0.7 -0.166
H 2.572828 1.721778 2.269207 -0.1 0.0 0.1 0.058
H 1.067662 2.090353 3.114575 0.1 0.1 0.0 0.057
H 1.580622 0.434834 2.913369 -0.2 -0.1 -0.1 0.057
H 0.665167 0.397077 0.684380 0.1 0.1 -0.5 0.049
H 1.225777 2.131905 0.394561 0.4 -0.6 -0.3 0.062
H -0.198580 1.848566 1.207005 -0.4 -0.4 0.2 0.054
C -1.492495 -1.872518 -1.246171 -0.4 1.2 0.1 -0.176
C -0.757779 -1.067462 -2.333384 -0.5 0.4 1.0 -0.167
H -0.953601 -2.712677 -0.845324 0.2 -0.5 -0.1 0.051
H -1.705222 -1.189591 -0.416005 0.3 -0.1 0.1 0.055
H -2.501351 -2.139778 -1.567962 0.2 -0.4 -0.2 0.060
H -0.613558 -1.654811 -3.238830 0.1 0.3 -0.1 0.059
H -1.376614 -0.172022 -2.469425 0.0 -0.3 -0.7 0.062
H 0.166667 -0.617661 -1.954299 0.2 -0.6 -0.2 0.053
```
Forces are in eV/Å.

The HOMO-LUMO gap comes out at 12.820 eV. The calculation puts the energy above the lowest of the compared OMol25 structures with the same formula, charge and spin at 7.4 kcal per mole. As for the HOMO energy: -11.70 eV.



# 3
C4H8N2S in the gas phase in a non-equilibrium geometry, computed with ωB97M-V/def2-TZVPD.

Geometry as XYZ:
```
15
Properties=species:S:1:pos:R:3:forces:R:3:lowdin_charge:R:1
C 2.326064 -0.744388 -0.037346 0.5 0.2 -0.9 -0.085
N 0.967267 -1.218903 -0.010894 -0.4 1.1 0.0 -0.051
C -0.147398 -0.463563 -0.124235 0.0 0.3 0.4 -0.868
S -1.662751 -1.113026 0.088087 0.0 0.0 -0.2 0.598
N 0.057623 0.871966 -0.427360 0.4 -1.4 -0.9 -0.122
C 0.541391 1.915901 0.412068 0.7 0.3 1.7 -0.123
C -0.843052 1.927593 -0.145943 -0.4 0.2 0.2 -0.139
H 2.519526 -0.162347 -0.966740 -0.1 -0.4 0.6 0.100
H 3.002635 -1.593611 -0.007340 -0.1 -0.2 -0.2 0.082
H 2.623503 -0.140393 0.811710 -0.3 0.3 0.3 0.073
H 0.757153 -2.167266 0.170462 0.1 -0.9 0.2 0.095
H 1.318110 2.536868 -0.036917 -0.2 -0.1 0.3 0.105
H 0.658337 1.712199 1.523233 -0.2 0.2 -1.5 0.136
H -1.054721 2.575036 -0.993849 -0.2 -0.1 0.2 0.113
H -1.656781 1.663229 0.530559 0.1 0.3 -0.2 0.087
```
Forces are in eV/Å.

The HOMO-LUMO gap comes out at 9.023 eV. The calculation puts the energy above the lowest of the compared OMol25 structures with the same formula, charge and spin at 40.0 kcal per mole. As for the HOMO energy: -8.24 eV.



# 4
C4H6OS in the gas phase in a non-equilibrium geometry, computed with ωB97M-V/def2-TZVPD.

Geometry as XYZ:
```
12
Properties=species:S:1:pos:R:3:forces:R:3:lowdin_charge:R:1
C 1.108293 0.990593 0.094087 1.6 2.5 -1.5 -0.074
C 0.789964 -0.373404 -0.337784 -0.3 -2.5 -3.0 -0.347
O 0.489717 -1.518774 0.517376 0.0 1.6 0.2 -0.018
C -0.557448 -0.951152 -0.265139 -1.1 0.2 -0.2 -0.371
C -1.570816 -0.042238 0.456913 2.1 -2.8 2.4 -0.672
S -3.052188 -0.071322 -0.054214 -1.8 0.9 -0.4 0.742
H 0.405352 1.598154 0.699723 0.6 -1.0 0.2 0.073
H 2.157160 0.871643 0.488652 -1.0 1.0 0.0 0.098
H 1.151252 1.690740 -0.902035 0.2 -1.9 2.2 0.143
H 1.389605 -0.717823 -1.257961 -0.8 0.6 1.6 0.165
H -1.063112 -1.659355 -1.001661 1.0 1.2 0.8 0.146
H -1.247779 0.182939 1.562040 -0.6 0.3 -2.2 0.115
```
Forces are in eV/Å.

The HOMO-LUMO gap comes out at 8.462 eV. The calculation puts the energy above the lowest of the compared OMol25 structures with the same formula, charge and spin at 72.9 kcal per mole. As for the HOMO energy: -8.90 eV.



# 5
2 unconnected molecules or ions with the total composition C3H9OS, computed with ωB97M-V/def2-TZVPD.

Geometry as XYZ:
```
14
Properties=species:S:1:pos:R:3:forces:R:3:lowdin_spin:R:1
C -1.522555 0.376342 0.484710 0.5 -0.3 0.1 0.011
C -0.244938 -0.415326 0.813695 0.5 0.7 -0.1 0.000
C 0.097484 -1.426787 -0.265414 -0.5 -0.1 -0.3 0.097
S 0.512555 -0.713036 -1.856923 0.0 0.0 -0.2 0.826
H -2.395318 -0.152609 0.862676 -0.2 0.1 -0.1 0.000
H -1.473674 1.381342 0.900637 -0.2 -0.1 0.2 0.000
H -1.602071 0.508667 -0.594908 -0.1 -0.1 -0.1 0.011
H -0.297123 -0.882904 1.796323 -0.2 -0.2 0.0 -0.001
H 0.586875 0.287968 0.890887 0.1 0.0 0.0 0.000
H 0.948166 -2.079002 -0.056224 0.0 0.0 0.3 0.025
H -0.764586 -2.071905 -0.457852 0.1 -0.2 0.1 0.016
H 1.543629 1.120929 -0.947610 0.0 0.1 -0.2 0.005
H 2.331263 2.456288 -1.016963 -0.1 -0.3 0.1 0.000
O 2.280293 1.610039 -0.553029 0.2 0.3 0.1 0.008
```
Forces are in eV/Å.

As for the spin multiplicity: 2. As for the expectation value of S²: 0.7527. The HOMO-LUMO gap (spin up / spin down) comes out at 10.556 / 7.151 eV. The calculation puts the energy above the lowest of the compared OMol25 structures with the same formula, charge and spin at 0.3 kcal per mole. As for the HOMO energy (spin up / spin down): -9.63 / -9.25 eV.



# 6
A molecular structure, C19H14CoF2N7, computed with ωB97M-V/def2-TZVPD.

Geometry as XYZ:
```
43
Properties=species:S:1:pos:R:3:forces:R:3:lowdin_spin:R:1
Co -0.681299 0.442124 0.107918 -0.2 0.2 -0.3 1.039
F -2.678797 2.508495 4.581105 0.0 0.0 0.0 -0.002
C -1.646805 2.389722 3.735477 -0.1 0.1 0.1 -0.003
C -1.820073 1.663341 2.566905 0.0 0.1 0.0 -0.003
C -0.753220 1.551172 1.686807 0.0 -0.8 0.2 -0.060
C 0.468479 2.167587 1.998177 0.2 0.0 -0.3 -0.004
C 0.593219 2.856318 3.193386 0.0 0.2 0.2 -0.002
F 1.762256 3.429771 3.533939 0.0 0.0 -0.1 -0.002
C -0.453567 2.988202 4.084633 0.1 0.0 -0.1 0.008
C 1.506524 2.011951 0.966521 -0.1 0.0 0.1 0.002
C 2.768030 2.594069 0.945392 0.0 -0.1 0.0 0.001
C 3.603367 2.360063 -0.132479 0.1 0.1 0.1 0.003
C 3.179469 1.552920 -1.177868 0.0 0.0 0.0 0.000
C 1.913833 1.012557 -1.099630 0.0 0.0 0.0 0.002
N 1.100517 1.232689 -0.061659 0.0 0.0 -0.3 -0.007
H -2.788603 1.212999 2.382643 0.0 0.0 0.0 -0.001
H -0.334184 3.537850 5.006831 0.0 0.0 0.0 0.000
H 3.080441 3.218214 1.766588 0.0 0.0 0.0 0.000
H 4.586106 2.813251 -0.151307 0.0 0.0 0.0 0.000
H 3.805234 1.353187 -2.035031 0.0 0.0 0.0 0.000
H 1.513454 0.382334 -1.883517 0.1 0.0 0.0 0.000
N -1.259841 1.364798 -3.031525 0.0 0.0 0.0 0.001
C -1.121898 0.036363 -2.939953 0.0 0.0 -0.1 0.000
N -1.092508 -0.662021 -4.068615 0.0 0.0 0.2 0.000
C -0.948561 -1.978524 -3.915811 0.0 -0.3 -0.1 0.000
N -0.908515 -2.729859 -5.013342 0.0 0.0 0.0 -0.001
N -0.834477 -2.635680 -2.724860 -0.1 0.3 -0.2 0.000
C -0.872368 -1.843505 -1.691364 0.0 -0.3 0.7 0.000
N -1.008176 -0.507722 -1.704123 0.3 0.2 0.1 0.003
C -0.753760 -2.444504 -0.316743 0.0 0.3 -0.5 0.001
C -0.736918 -3.802963 -0.100696 0.1 -0.1 0.2 0.001
C -0.618335 -4.251777 1.212214 0.0 -0.1 -0.2 -0.001
C -0.515713 -3.334311 2.240144 0.0 0.2 0.0 0.001
C -0.540640 -1.980031 1.930571 0.0 -0.1 0.0 0.002
N -0.660860 -1.551153 0.678049 -0.2 0.4 0.2 0.017
H -1.381390 1.774576 -3.941496 0.0 0.0 0.0 0.000
H -1.371337 1.938785 -2.215957 0.0 0.0 0.0 0.002
H -0.991112 -2.293401 -5.914896 0.0 0.0 0.0 0.000
H -0.803668 -3.725846 -4.938638 0.0 0.0 0.0 0.000
H -0.809281 -4.479464 -0.939557 0.0 0.0 0.0 0.000
H -0.604750 -5.313606 1.420953 0.0 0.0 0.0 0.000
H -0.421250 -3.646624 3.270414 0.0 0.0 0.0 0.000
H -0.469024 -1.212346 2.690399 0.0 0.0 0.0 0.000
```
Forces are in eV/Å.

As for the spin multiplicity: 2. As for the expectation value of S²: 0.8646. The HOMO-LUMO gap (spin up / spin down) comes out at 7.663 / 7.791 eV. The calculation puts the energy above the lowest of the compared OMol25 structures with the same formula, charge and spin at 0.0 kcal per mole. As for the HOMO energy (spin up / spin down): -11.30 / -11.28 eV. As for the charge: +1.